Record 1
{
  "formula": "C17H18FNO",
  "method": "ωB97M-V with the def2-TZVPD basis set",
  "smiles": "CC(=O)N(Cc1ccc(F)cc1)c1cccc(C)c1C",
  "fmax_ev_per_a": 0.43,
  "total_energy_ev": -24177.243,
  "lumo_energy_ev": 0.7,
  "elements": ["C", "C", "O", "N", "C", "C", "C", "C", "C", "F", "C", "C", "C", "C", "C", "C", "C", "C", "C", "C", "H", "H", "H", "H", "H", "H", "H", "H", "H", "H", "H", "H", "H", "H", "H", "H", "H", "H"],
  "xyz": [[-2.5566, -2.0842, 1.3831], [-1.3677, -2.4012, 0.5041], [-0.7959, -3.4732, 0.5229], [-0.9930, -1.4017, -0.3343], [0.0840, -1.6233, -1.2922], [1.3148, -0.8622, -0.8815], [1.5214, 0.4378, -1.3254], [2.6127, 1.1670, -0.8883], [3.4914, 0.5764, 0.0011], [4.5555, 1.2857, 0.4371], [3.3110, -0.7157, 0.4602], [2.2145, -1.4298, 0.0134], [-1.5850, -0.1095, -0.3504], [-2.4922, 0.1796, -1.3631], [-3.0586, 1.4357, -1.4477], [-2.7105, 2.4041, -0.5234], [-1.8036, 2.1326, 0.4909], [-1.4377, 3.2014, 1.4740], [-1.2282, 0.8607, 0.5877], [-0.2480, 0.5679, 1.6822], [-3.3754, -1.6882, 0.7870], [-2.8711, -2.9961, 1.8830], [-2.2867, -1.3435, 2.1316], [-0.2534, -1.3011, -2.2821], [0.2776, -2.6987, -1.2971], [0.8219, 0.8870, -2.0151], [2.7867, 2.1770, -1.2246], [4.0182, -1.1431, 1.1531], [2.0464, -2.4367, 0.3651], [-2.7497, -0.5912, -2.0747], [-3.7670, 1.6603, -2.2307], [-3.1496, 3.3888, -0.5909], [-1.9540, 4.1293, 1.2430], [-0.3644, 3.3868, 1.4570], [-1.7041, 2.9007, 2.4867], [-0.6979, 0.7542, 2.6573], [0.6226, 1.2171, 1.5921], [0.0940, -0.4621, 1.6459]]
}

Record 2
{
  "formula": "C4H6ClNS",
  "method": "ωB97M-V with the def2-TZVPD basis set",
  "e_above_lowest_kcal_mol": 6.31,
  "smiles": "C=C(Cl)C(=S)NC",
  "fmax_ev_per_a": 2.72,
  "total_energy_ev": -29092.469,
  "lumo_energy_ev": 0.0,
  "elements": ["C", "C", "Cl", "C", "S", "N", "C", "H", "H", "H", "H", "H", "H"],
  "xyz": [[1.8699, -0.2439, 1.2504], [0.9252, 0.2730, 0.4604], [0.9862, 2.0253, 0.2112], [-0.2236, -0.4705, -0.1033], [-0.4586, -2.0643, 0.1871], [-1.0436, 0.3395, -0.7662], [-2.2840, -0.1175, -1.3943], [1.9156, -1.2946, 1.5259], [2.6592, 0.3675, 1.6855], [-0.7378, 1.2282, -1.0134], [-2.0315, -0.8907, -2.1308], [-2.7094, 0.7383, -1.8904], [-2.9436, -0.5738, -0.6766]]
}

Record 3
{
  "formula": "C7H16N2",
  "method": "ωB97M-V with the def2-TZVPD basis set",
  "e_above_lowest_kcal_mol": 119.05,
  "fmax_ev_per_a": 0.77,
  "total_energy_ev": -10494.095,
  "lumo_energy_ev": [-0.1, -0.1],
  "elements": ["C", "C", "C", "C", "C", "H", "H", "H", "H", "H", "H", "H", "H", "H", "H", "H", "H", "C", "N", "C", "N", "H", "H", "H", "H"],
  "xyz": [[-0.2135, -0.8938, 1.1840], [0.6021, -0.1323, 2.1226], [0.4872, -1.6978, 0.1350], [-1.2794, 0.9214, 0.0568], [-1.5365, -1.4223, 1.6328], [-2.1530, -1.7724, 0.8032], [0.0732, 0.1414, 3.0356], [1.5374, -0.6504, 2.3605], [0.9683, 0.7987, 1.5926], [0.7423, -2.6765, 0.5676], [1.4092, -1.2239, -0.1924], [-0.1456, -1.8789, -0.7336], [-1.9567, 0.1574, -0.3200], [-1.4709, 1.1812, 1.0912], [-1.4594, 1.8364, -0.5142], [-2.1003, -0.6931, 2.2155], [-1.3512, -2.2842, 2.2875], [1.3476, 1.3523, -2.9257], [0.3598, 0.8488, -1.9749], [0.5205, 1.2022, -0.6542], [1.3838, 1.6431, 0.0516], [-0.5920, 0.8372, -2.3055], [1.3592, 2.4464, -2.9858], [1.1285, 0.9379, -3.9103], [2.3396, 1.0212, -2.6198]]
}

Record 4
{
  "formula": "C6H11N2",
  "method": "ωB97M-V with the def2-TZVPD basis set",
  "e_above_lowest_kcal_mol": 85.64,
  "smiles": "C=CCC[NH+]=C=NC",
  "fmax_ev_per_a": 3.90,
  "total_energy_ev": -9371.021,
  "charge": 1,
  "lumo_energy_ev": -4.4,
  "elements": ["C", "C", "C", "C", "N", "C", "N", "C", "H", "H", "H", "H", "H", "H", "H", "H", "H", "H", "H"],
  "xyz": [[0.2651, 1.4184, 0.8119], [-0.7594, 1.2235, -0.0493], [-1.9364, 0.3595, 0.2380], [-1.8014, -1.0191, -0.3698], [-0.5401, -1.5783, 0.1026], [0.6141, -1.0016, -0.0148], [1.7968, -0.8856, -0.1919], [2.8334, 0.1162, -0.4952], [0.2285, 0.7643, 1.6649], [1.0812, 2.0662, 0.6161], [-0.8565, 1.5655, -1.0006], [-2.7393, 0.8850, -0.2267], [-2.0830, 0.1811, 1.2947], [-2.5720, -1.6140, -0.0268], [-1.8664, -0.9828, -1.4373], [-0.6507, -2.4728, 0.6177], [3.2074, 0.4799, 0.4752], [3.4781, -0.5535, -1.0286], [2.3006, 1.0480, -0.9802]]
}

Record 5
{
  "formula": "C2H9B2Cl2O3",
  "method": "ωB97M-V with the def2-TZVPD basis set",
  "fmax_ev_per_a": 3.21,
  "total_energy_ev": -34762.858,
  "charge": -1,
  "lumo_energy_ev": 3.1,
  "elements": ["O", "B", "C", "B", "O", "O", "H", "H", "H", "H", "H", "H", "H", "C", "Cl", "Cl", "H", "H"],
  "xyz": [[-2.3452, -0.7117, 1.0968], [-1.0510, -0.9786, 0.4394], [-0.1207, 0.3480, 0.1605], [-0.2855, 1.5612, 1.2580], [-0.9903, 2.8127, 0.8205], [0.2423, 1.5576, 2.6477], [-2.2770, -0.7735, 2.1026], [-0.4548, -1.7749, 1.1065], [-1.2672, -1.4720, -0.6316], [-0.4074, 0.7967, -0.9061], [1.0108, -0.0218, 0.0753], [-1.9459, 2.5218, 0.7344], [-0.5981, 1.5214, 3.2229], [2.0860, -0.9726, -2.5300], [0.7510, -1.9906, -1.9764], [3.5826, -1.3659, -1.6753], [2.2351, -1.1326, -3.6006], [1.8353, 0.0747, -2.3448]]
}

Record 6
{
  "formula": "C32H34N4P2S2Ti",
  "method": "ωB97M-V with the def2-TZVPD basis set",
  "e_above_lowest_kcal_mol": 0.00,
  "fmax_ev_per_a": 1.31,
  "total_energy_ev": -103021.675,
  "charge": 4,
  "lumo_energy_ev": -13.6,
  "elements": ["Ti", "C", "N", "P", "C", "C", "C", "C", "C", "C", "C", "C", "C", "C", "C", "C", "P", "C", "C", "C", "C", "C", "C", "C", "C", "C", "C", "C", "C", "H", "H", "H", "H", "H", "H", "H", "H", "H", "H", "H", "H", "H", "H", "H", "H", "H", "H", "H", "H", "H", "H", "H", "S", "C", "N", "C", "C", "C", "N", "H", "H", "H", "H", "H", "H", "H", "H", "S", "C", "C", "N", "C", "H", "H", "H"],
  "xyz": [[1.6249, 0.4407, 0.0430], [-2.6060, -0.6935, -0.0498], [-1.2584, -0.2540, 0.4359], [-0.7701, 1.3549, 0.0462], [-2.1490, 2.3766, 0.5021], [-2.8156, 2.1460, 1.7127], [-3.8781, 2.9620, 2.0460], [-4.2652, 3.9973, 1.1916], [-3.5963, 4.2235, -0.0027], [-2.5297, 3.4101, -0.3575], [0.5168, 1.7000, 1.4093], [0.4977, 1.2399, 2.7319], [1.3430, 1.8187, 3.6767], [2.2246, 2.8268, 3.3054], [2.2766, 3.2757, 1.9820], [1.4349, 2.7181, 1.0309], [0.0171, -1.3920, 0.4912], [0.1861, -1.9946, 2.1589], [1.3571, -2.6958, 2.4677], [1.4820, -3.3110, 3.7038], [0.4379, -3.2381, 4.6204], [-0.7313, -2.5504, 4.3087], [-0.8643, -1.9258, 3.0778], [-0.2523, -2.7813, -0.5872], [-1.2380, -3.7042, -0.2136], [-1.4422, -4.8329, -0.9897], [-0.6482, -5.0677, -2.1077], [0.3621, -4.1781, -2.4551], [0.5631, -3.0333, -1.6981], [-3.1238, -1.2234, 0.7478], [-2.5149, -1.3431, -0.9177], [-3.1962, 0.1797, -0.3148], [-2.5211, 1.3405, 2.3746], [-4.4101, 2.8003, 2.9740], [-5.0997, 4.6295, 1.4662], [-3.9068, 5.0260, -0.6579], [-2.0098, 3.5784, -1.2932], [-0.1879, 0.4586, 3.0271], [1.3033, 1.4861, 4.7066], [2.8619, 3.2861, 4.0514], [2.9373, 4.0895, 1.7101], [1.3941, 3.1626, 0.0375], [2.1529, -2.8042, 1.7354], [2.3773, -3.8674, 3.9478], [0.5298, -3.7319, 5.5792], [-1.5428, -2.5124, 5.0237], [-1.7793, -1.3956, 2.8376], [-1.8380, -3.5557, 0.6767], [-2.2099, -5.5426, -0.7112], [-0.8027, -5.9629, -2.6962], [1.0071, -4.3943, -3.2968], [1.3840, -2.3741, -1.9404], [1.9047, 0.2533, -2.2380], [0.6075, 0.7244, -3.3722], [-0.2655, -0.1872, -3.7303], [-1.2161, 0.0131, -4.8593], [-0.6558, 1.0638, -5.7998], [-0.2750, 2.3108, -5.0229], [0.6229, 1.9251, -3.9004], [-0.2027, -1.1029, -3.3042], [-2.1828, 0.3080, -4.4501], [-1.3312, -0.9500, -5.3512], [-1.4063, 1.3188, -6.5462], [0.2135, 0.6708, -6.3293], [-1.1493, 2.8145, -4.6098], [0.2710, 3.0215, -5.6383], [1.3852, 2.5401, -3.6590], [6.1184, 0.4005, 0.3145], [5.3799, -0.1743, 1.7470], [4.0377, -0.1573, 1.6254], [3.5930, 0.3133, 0.3841], [4.6378, 0.6460, -0.3934], [5.9675, -0.4949, 2.5952], [3.3292, -0.4581, 2.3860], [4.5322, 1.0333, -1.3960]]
}